# 1
{"formula": "C33H55NP2Pr", "method": "ωB97M-V/def2-TZVPD", "lumo_ev": [-2.5, -2.4], "spin_multiplicity": 3, "homo_lumo_gap_ev": [7.12, 7.17], "e_tot_ha": -2544.52511, "charge": 1, "s_squared": 2.005, "symbols": ["Pr", "C", "C", "C", "C", "C", "C", "H", "H", "H", "C", "H", "H", "H", "C", "H", "H", "H", "C", "H", "H", "H", "C", "H", "H", "H", "C", "C", "C", "C", "C", "C", "C", "C", "H", "H", "H", "H", "H", "H", "H", "H", "H", "H", "H", "H", "P", "P", "C", "C", "H", "H", "H", "H", "C", "H", "H", "H", "C", "H", "H", "H", "C", "H", "H", "H", "C", "H", "H", "H", "C", "N", "C", "C", "C", "C", "C", "C", "C", "C", "H", "H", "H", "H", "H", "H", "H", "H", "H", "H", "H", "H"], "coordinates": [[-0.042, -0.463, 0.532], [-0.706, -2.902, 1.948], [0.648, -2.944, 1.467], [0.556, -1.486, 3.266], [-0.759, -1.984, 3.037], [1.435, -2.061, 2.293], [-1.843, -3.737, 1.468], [-1.660, -4.138, 0.464], [-2.778, -3.158, 1.448], [-2.012, -4.599, 2.126], [-1.926, -1.683, 3.904], [-2.805, -2.272, 3.613], [-2.204, -0.618, 3.866], [-1.707, -1.913, 4.960], [0.924, -0.622, 4.416], [0.706, -1.115, 5.378], [0.358, 0.321, 4.428], [1.993, -0.378, 4.402], [2.897, -1.794, 2.168], [3.476, -2.400, 2.884], [3.129, -0.736, 2.373], [3.275, -2.037, 1.163], [1.170, -3.830, 0.385], [1.541, -4.800, 0.766], [2.009, -3.349, -0.141], [0.381, -4.063, -0.345], [-1.648, 0.446, -4.818], [-1.703, -0.898, -4.795], [-0.991, -1.788, -5.756], [0.523, -1.467, -5.920], [1.147, -0.775, -4.746], [1.379, 0.551, -4.646], [0.638, 1.587, -5.440], [-0.859, 1.290, -5.778], [-1.492, -1.706, -6.740], [0.642, -0.898, -6.850], [-1.128, -2.833, -5.420], [-0.904, 0.875, -6.797], [-2.377, 0.994, -4.218], [-2.467, -1.440, -4.233], [-1.349, 2.278, -5.818], [0.692, 2.541, -4.889], [2.285, 0.920, -4.138], [1.170, 1.776, -6.392], [1.022, -2.443, -6.032], [1.576, -1.457, -4.005], [-1.643, -0.869, -1.581], [2.220, 0.677, -0.578], [-0.408, 0.419, -2.211], [0.745, 1.304, -1.603], [-1.051, 1.135, -2.739], [0.019, -0.212, -2.997], [1.288, 1.715, -2.466], [0.303, 2.173, -1.088], [2.878, 2.203, 0.168], [3.607, 1.912, 0.944], [2.076, 2.775, 0.666], [3.369, 2.824, -0.599], [3.453, 0.001, -1.706], [3.878, 0.791, -2.338], [3.012, -0.792, -2.328], [4.239, -0.456, -1.083], [-3.313, -0.522, -2.121], [-3.967, -1.151, -1.494], [-3.544, -0.707, -3.170], [-3.539, 0.533, -1.920], [-0.846, -2.396, -2.273], [0.067, -2.686, -1.718], [-0.569, -2.287, -3.329], [-1.553, -3.233, -2.161], [-0.228, 3.607, 5.604], [0.623, 2.616, 4.989], [1.863, 2.378, 5.723], [0.702, 2.666, 3.538], [-0.636, 2.450, 2.830], [-1.657, 3.423, 2.900], [-2.975, 3.109, 2.539], [-3.273, 1.855, 2.011], [-2.220, 0.925, 1.798], [-0.911, 1.295, 2.114], [0.072, 4.636, 5.326], [-0.164, 3.507, 6.696], [-1.262, 3.455, 5.287], [1.919, 1.335, 6.058], [2.763, 2.568, 5.126], [1.896, 2.996, 6.631], [1.138, 3.633, 3.210], [1.406, 1.881, 3.229], [-1.433, 4.412, 3.311], [-3.769, 3.835, 2.726], [-4.304, 1.570, 1.802], [-2.484, -0.091, 1.440]]}

***

# 2
{"formula": "C47H25Cl5N11PbS", "method": "ωB97M-V/def2-TZVPD", "lumo_ev": -4.2, "spin_multiplicity": 1, "homo_lumo_gap_ev": 5.92, "e_tot_ha": -5300.28571, "charge": 1, "symbols": ["Pb", "C", "C", "C", "C", "C", "N", "C", "C", "C", "C", "C", "C", "C", "C", "N", "C", "N", "C", "N", "C", "N", "C", "N", "C", "N", "C", "C", "C", "C", "C", "C", "C", "C", "C", "C", "C", "C", "C", "C", "N", "H", "H", "H", "H", "H", "H", "H", "H", "H", "H", "H", "H", "H", "H", "H", "H", "Cl", "C", "C", "C", "Cl", "C", "Cl", "C", "Cl", "C", "Cl", "C", "N", "C", "C", "N", "C", "S", "C", "C", "C", "C", "C", "N", "H", "H", "H", "H", "H", "H", "H", "H", "H"], "coordinates": [[0.690, 0.416, 0.258], [-0.519, 0.500, 6.388], [-0.047, -0.808, 6.380], [-0.104, -1.591, 5.226], [-0.672, -1.022, 4.109], [-0.964, -1.537, 2.748], [-0.554, -2.645, 2.278], [-0.781, -2.979, 0.974], [-1.453, -4.238, 0.575], [-2.001, -5.279, 1.288], [-2.563, -6.323, 0.550], [-2.576, -6.300, -0.838], [-2.031, -5.229, -1.549], [-1.466, -4.213, -0.815], [-0.873, -2.909, -1.189], [-0.924, -2.414, -2.361], [-0.802, -1.096, -2.621], [-1.214, -0.151, -1.803], [-1.140, 1.054, -2.517], [-1.559, 2.194, -2.103], [-2.028, 2.351, -0.849], [-1.540, 1.808, 0.241], [-2.433, 2.124, 1.287], [-2.460, 1.604, 2.450], [-1.778, 0.475, 2.785], [-1.717, -0.587, 2.037], [-1.164, 0.279, 4.123], [-1.086, 1.071, 5.247], [-3.421, 3.109, 0.796], [-4.452, 3.784, 1.411], [-5.235, 4.612, 0.607], [-4.995, 4.732, -0.757], [-3.961, 4.029, -1.375], [-3.185, 3.227, -0.567], [-0.593, 0.805, -3.865], [-0.289, 1.642, -4.915], [0.252, 1.052, -6.059], [0.456, -0.320, -6.133], [0.131, -1.162, -5.069], [-0.386, -0.569, -3.940], [-0.372, -2.278, -0.043], [-0.463, 1.079, 7.300], [0.369, -1.227, 7.287], [0.261, -2.610, 5.216], [-1.998, -5.291, 2.369], [-2.999, -7.166, 1.070], [-3.020, -7.125, -1.377], [-2.047, -5.200, -2.630], [-1.476, 2.081, 5.255], [-4.642, 3.678, 2.471], [-6.047, 5.171, 1.051], [-5.625, 5.381, -1.350], [-3.771, 4.110, -2.437], [-0.456, 2.710, -4.851], [0.519, 1.674, -6.902], [0.885, -0.742, -7.033], [0.294, -2.230, -5.122], [1.000, 4.004, -0.974], [1.723, 2.816, -2.029], [1.701, 1.489, -1.648], [2.337, 0.595, -2.487], [2.335, -1.097, -2.020], [2.961, 0.964, -3.673], [3.762, -0.195, -4.658], [2.919, 2.305, -4.050], [3.631, 2.801, -5.530], [2.297, 3.243, -3.222], [2.247, 4.898, -3.690], [4.698, -2.104, 2.686], [3.893, -1.095, 3.354], [3.618, -1.039, 4.707], [2.879, 0.062, 4.920], [2.689, 0.672, 3.685], [3.349, -0.036, 2.714], [3.556, 0.326, 1.091], [2.060, 1.939, 3.539], [2.379, 2.943, 4.439], [1.723, 4.157, 4.319], [0.801, 4.323, 3.300], [0.572, 3.261, 2.443], [1.176, 2.076, 2.561], [4.990, -2.849, 3.421], [5.582, -1.646, 2.248], [4.118, -2.569, 1.892], [3.962, -1.793, 5.392], [2.430, 0.450, 5.815], [3.134, 2.781, 5.195], [1.946, 4.965, 5.003], [0.276, 5.257, 3.159], [-0.120, 3.361, 1.618]]}

***

# 3
{"formula": "C2H4O3", "method": "ωB97M-V/def2-TZVPD", "lumo_ev": 0.6, "spin_multiplicity": 1, "homo_lumo_gap_ev": 11.35, "e_tot_ha": -304.25571, "smiles": "O=C1CO1.O", "charge": 0, "symbols": ["O", "C", "C", "O", "H", "H", "O", "H", "H"], "coordinates": [[-0.314, 1.241, 0.694], [-0.764, 0.143, 0.552], [-1.488, -1.062, -0.013], [-0.367, -1.069, 0.898], [-2.475, -1.246, 0.518], [-1.402, -1.285, -1.083], [2.462, 0.945, -0.776], [1.534, 0.756, -0.685], [2.815, 1.577, -0.104]]}

***

# 4
{"formula": "C4H16ClINO2P4S", "method": "ωB97M-V/def2-TZVPD", "lumo_ev": 2.8, "spin_multiplicity": 1, "homo_lumo_gap_ev": 6.52, "e_tot_ha": -2888.81071, "charge": -1, "symbols": ["C", "C", "C", "C", "P", "I", "P", "S", "P", "N", "O", "P", "O", "Cl", "H", "H", "H", "H", "H", "H", "H", "H", "H", "H", "H", "H", "H", "H", "H", "H"], "coordinates": [[3.246, 0.103, 0.752], [2.176, 1.038, 0.211], [0.696, 0.786, 0.571], [0.056, 2.187, 0.508], [-0.041, -0.486, -0.675], [-0.135, 1.297, -2.570], [-0.869, -1.949, -2.342], [-0.307, -3.832, -2.240], [-2.272, -0.287, 0.003], [-3.027, 0.930, -0.971], [-2.163, 0.357, 1.555], [0.194, -2.397, 0.654], [-1.338, -2.792, 1.178], [0.991, -1.925, 2.556], [4.210, 0.573, 0.609], [3.137, -0.005, 1.810], [3.281, -0.859, 0.266], [2.267, 1.080, -0.866], [2.444, 2.022, 0.564], [0.567, 0.518, 1.603], [0.579, 2.840, -0.159], [0.169, 2.628, 1.492], [-1.006, 2.175, 0.307], [1.256, -0.828, -1.203], [-2.266, -1.815, -2.458], [-0.363, -1.407, -3.527], [-3.114, 1.831, -0.515], [-3.958, 0.621, -1.202], [-2.956, 0.038, 2.012], [-1.455, -2.443, 2.076]]}

***

# 5
{"formula": "BH20O8", "method": "ωB97M-V/def2-TZVPD", "lumo_ev": 2.9, "spin_multiplicity": 1, "homo_lumo_gap_ev": 9.41, "e_tot_ha": -638.77084, "charge": -1, "symbols": ["B", "H", "H", "H", "H", "O", "H", "H", "O", "H", "H", "O", "H", "H", "O", "H", "H", "O", "H", "H", "O", "H", "H", "O", "H", "H", "O", "H", "H"], "coordinates": [[-0.747, 0.356, 1.211], [-1.510, -0.425, 1.802], [-0.534, -0.061, 0.075], [-1.362, 1.399, 1.062], [0.332, 0.483, 1.761], [2.271, -1.637, 0.304], [1.390, -1.310, 0.481], [2.066, -2.554, 0.222], [-3.413, -0.377, -0.783], [-2.639, -0.490, -1.350], [-3.020, -0.283, 0.061], [3.001, 1.223, 2.917], [3.299, 0.390, 3.321], [2.151, 0.971, 2.594], [-0.240, 1.537, -3.097], [0.265, 1.520, -3.914], [0.243, 0.869, -2.557], [-0.220, -2.714, -1.162], [-0.511, -2.495, -0.266], [-0.438, -1.909, -1.660], [-0.642, 3.411, -1.100], [-0.546, 2.648, -1.596], [-1.298, 3.119, -0.408], [1.989, 2.329, -0.798], [2.786, 1.802, -0.523], [1.137, 1.910, -0.505], [-0.941, -3.431, 1.335], [-1.649, -3.636, 0.721], [-1.213, -2.641, 1.849]]}